(1)
{
  "formula": "C2H7N4O",
  "method": "ωB97M-V/def2-TZVPD",
  "species": ["C", "C", "N", "N", "N", "N", "O", "H", "H", "H", "H", "H", "H", "H"],
  "positions_angstrom": [[1.12092, 0.29435, -0.13585], [0.38750, -0.97791, 0.20125], [0.33091, 1.27701, 0.01559], [2.50973, 0.41555, -0.18801], [-2.62766, 0.74424, -0.26928], [-1.58888, 0.17276, 0.28184], [-0.88896, -0.87344, -0.31116], [0.80957, -1.88638, -0.18479], [0.26422, -1.17360, 1.28351], [2.95875, -0.30226, -0.68176], [2.75963, 1.36821, -0.31826], [-3.55378, 0.51776, 0.24122], [-2.63916, 0.69242, -1.23856], [-1.27780, 0.30811, 1.20445]],
  "nbo_charge": [0.28, -0.15, -0.24, -0.75, -0.52, 0.10, -0.28, 0.26, 0.22, 0.41, 0.42, 0.43, 0.42, 0.42],
  "e_tot_ev": -10182.872,
  "e_above_lowest_kj_mol": 619.6,
  "e_homo_ev": [-14.50, -14.25],
  "total_charge": 1,
  "gap_ev": [8.516, 9.234]
}

---

(2)
{
  "formula": "C2H5OP",
  "method": "ωB97M-V/def2-TZVPD",
  "species": ["C", "C", "O", "P", "H", "H", "H", "H", "H"],
  "positions_angstrom": [[1.87980, -0.01829, 0.15672], [0.64807, -0.51556, 0.11627], [-0.64518, 0.41859, 0.17627], [-2.08218, -0.20562, 0.03896], [2.76094, -0.57570, -0.03882], [2.08276, 1.03036, -0.14559], [0.19066, -1.43116, 0.44334], [-2.36686, 0.37394, -1.40613], [-2.75176, 0.73496, 0.72788]],
  "nbo_charge": [-0.46, 0.16, -0.87, 0.67, 0.23, 0.23, 0.20, -0.08, -0.07],
  "e_tot_ev": -13488.573,
  "e_above_lowest_kj_mol": 222.1,
  "e_homo_ev": -8.99,
  "total_charge": 0,
  "gap_ev": 9.958
}

---

(3)
{
  "formula": "C14H18F3IN6O7Ti",
  "method": "ωB97M-V/def2-TZVPD",
  "species": ["Ti", "N", "N", "C", "N", "N", "N", "O", "O", "H", "H", "H", "H", "H", "F", "C", "F", "F", "C", "O", "O", "C", "N", "C", "C", "C", "O", "H", "H", "H", "H", "H", "H", "H", "H", "H", "I", "C", "C", "C", "C", "C", "C", "C", "O", "O", "H", "H", "H", "H"],
  "positions_angstrom": [[0.48994, -0.41755, -0.68814], [-2.33141, -0.95061, 1.25171], [-2.32475, -2.34278, 1.16275], [-1.64321, -2.95952, 0.18534], [-1.51265, -4.27697, 0.25854], [-1.19735, -2.15397, -0.80376], [-0.34028, -2.66785, -1.71903], [-0.12206, -3.83618, -1.92009], [0.19822, -1.74087, -2.37286], [-1.81114, -0.65355, 2.06892], [-3.28630, -0.62031, 1.30637], [-2.65664, -2.89696, 1.93846], [-1.82579, -4.78229, 1.07019], [-1.00459, -4.76061, -0.46507], [1.54654, 1.14941, -2.85702], [2.79035, 1.41045, -2.35071], [2.65551, 2.47708, -1.55301], [3.57752, 1.72199, -3.36057], [3.30333, 0.18850, -1.55036], [4.47038, -0.04028, -1.46138], [2.33340, -0.48968, -0.98866], [-2.55631, 2.98327, -3.71737], [-2.04368, 1.79525, -3.02588], [-2.42980, 0.50094, -3.58454], [-1.26290, 1.87651, -1.96646], [-0.81159, 3.19595, -1.42165], [-0.88491, 0.83258, -1.36689], [-3.34577, 2.66234, -4.39046], [-1.77020, 3.46120, -4.30089], [-2.97872, 3.69057, -3.00890], [-2.22824, 0.50957, -4.65447], [-3.49422, 0.33531, -3.41798], [-1.85603, -0.28569, -3.10875], [-0.99690, 4.04142, -2.07418], [0.25413, 3.11959, -1.21323], [-1.31740, 3.35757, -0.46810], [3.38165, -0.17136, 7.51508], [2.58580, -0.20997, 5.59931], [2.31507, -1.43192, 4.99334], [1.78429, -1.45727, 3.71662], [1.52480, -0.26366, 3.04890], [1.80628, 0.95740, 3.65824], [2.33493, 0.98666, 4.93560], [0.97008, -0.28004, 1.68891], [0.78523, 0.77102, 1.01187], [0.64376, -1.38761, 1.12153], [2.52638, -2.35450, 5.51542], [1.58374, -2.39957, 3.22534], [1.61414, 1.87745, 3.12322], [2.55738, 1.92954, 5.41478]],
  "mulliken_spin": [0.97, 0.00, 0.00, 0.02, 0.00, 0.01, 0.00, -0.01, 0.00, 0.00, 0.00, 0.00, 0.00, 0.00, 0.00, 0.01, 0.00, 0.00, 0.00, 0.00, -0.01, 0.00, 0.00, 0.00, 0.00, 0.01, 0.00, 0.00, 0.00, 0.00, 0.00, 0.00, 0.00, 0.00, 0.00, 0.00, 0.00, 0.00, 0.00, 0.00, 0.00, 0.00, 0.00, 0.00, 0.00, 0.00, 0.00, 0.00, 0.00, 0.00],
  "e_tot_ev": -77447.605,
  "e_above_lowest_kj_mol": 116.6,
  "spin_multiplicity": 2,
  "s_squared": 0.752,
  "e_homo_ev": [-11.13, -11.14],
  "total_charge": 1,
  "gap_ev": [7.520, 7.529]
}

---

(4)
{
  "formula": "C5H6O2",
  "method": "ωB97M-V/def2-TZVPD",
  "species": ["C", "C", "C", "C", "O", "C", "O", "H", "H", "H", "H", "H", "H"],
  "positions_angstrom": [[-1.32103, -0.72657, 1.99722], [-0.55451, -0.32457, 1.16148], [0.33629, 0.15271, 0.09433], [1.61806, -0.65644, -0.02492], [-0.36611, 0.02135, -1.16250], [-1.14012, 1.05730, -1.51624], [-1.20949, 2.11598, -0.95155], [-2.01540, -1.07797, 2.72888], [0.55509, 1.21288, 0.25340], [1.38985, -1.69993, -0.25712], [2.17293, -0.61758, 0.91673], [2.24244, -0.24295, -0.82213], [-1.70801, 0.78578, -2.41758]],
  "nbo_charge": [-0.21, -0.03, 0.00, -0.61, -0.50, 0.65, -0.58, 0.24, 0.24, 0.22, 0.22, 0.22, 0.13],
  "e_tot_ev": -9375.246,
  "e_above_lowest_kj_mol": 178.5,
  "e_homo_ev": -10.44,
  "total_charge": 0,
  "gap_ev": 11.407
}

---

(5)
{
  "formula": "C10H15Br2NS",
  "method": "ωB97M-V/def2-TZVPD",
  "species": ["C", "C", "C", "C", "C", "C", "N", "C", "C", "Br", "C", "C", "Br", "S", "H", "H", "H", "H", "H", "H", "H", "H", "H", "H", "H", "H", "H", "H", "H"],
  "positions_angstrom": [[2.79636, 0.05438, 4.74880], [1.81321, -0.06541, 3.64969], [0.69588, 0.74515, 3.50116], [-0.01166, 0.48803, 2.22152], [0.66029, -0.41179, 1.43325], [0.33840, -0.75754, -0.03610], [-0.10753, 0.38479, -0.85324], [0.80745, 1.56490, -1.01347], [2.18063, 1.26025, -1.62102], [3.30727, 2.87147, -2.03778], [-1.56566, 0.65876, -0.92265], [-1.99454, 0.63254, -2.38476], [-3.96897, 0.71258, -2.59082], [2.07517, -1.09644, 2.21667], [2.39888, 0.70102, 5.52746], [3.71171, 0.47142, 4.35434], [2.97244, -0.95920, 5.14509], [0.38690, 1.47383, 4.26007], [-0.89672, 1.04673, 1.94995], [1.24983, -1.18441, -0.46953], [-0.46208, -1.50470, 0.00288], [0.27005, 2.33641, -1.58504], [0.95385, 2.01436, -0.05038], [2.03255, 0.66046, -2.52898], [2.74483, 0.68179, -0.89196], [-1.79178, 1.60898, -0.49226], [-2.12890, -0.12982, -0.40759], [-1.48790, 1.41607, -2.93686], [-1.63384, -0.32846, -2.84230]],
  "nbo_charge": [-0.64, -0.15, -0.26, -0.26, -0.21, -0.23, -0.46, -0.24, -0.40, -0.03, -0.24, -0.41, -0.04, 0.37, 0.23, 0.22, 0.22, 0.22, 0.22, 0.20, 0.22, 0.21, 0.19, 0.22, 0.22, 0.19, 0.21, 0.21, 0.22],
  "e_tot_ev": -163022.836,
  "e_above_lowest_kj_mol": 27.0,
  "e_homo_ev": -8.57,
  "total_charge": 0,
  "gap_ev": 9.205
}